# 1
{"formula": "C10H34O12", "method": "ωB97M-V/def2-TZVPD", "homo_lumo_gap_ha": 0.370, "relative_energy_kj_mol": 172.1, "smiles": "OCCO.OCCO.OCCO.OCCO.OCCO.O.O", "symbols": ["O", "H", "H", "O", "H", "H", "C", "C", "O", "O", "H", "H", "H", "H", "H", "H", "C", "C", "O", "O", "H", "H", "H", "H", "H", "H", "C", "C", "O", "O", "H", "H", "H", "H", "H", "H", "C", "C", "O", "O", "H", "H", "H", "H", "H", "H", "C", "C", "O", "O", "H", "H", "H", "H", "H", "H"], "xyz": [[1.135, -2.595, -0.029], [0.981, -1.657, -0.137], [1.196, -2.721, 0.918], [0.691, 0.069, -0.114], [1.164, 0.659, -0.701], [-0.211, 0.084, -0.434], [-2.201, 2.212, -2.506], [-3.570, 1.869, -3.244], [-4.709, 2.097, -2.416], [-2.163, 3.584, -2.195], [-1.450, 1.876, -3.221], [-2.166, 1.698, -1.545], [-3.584, 0.835, -3.587], [-3.643, 2.414, -4.185], [-5.183, 1.265, -2.357], [-1.698, 4.036, -2.903], [0.427, 3.141, 0.650], [1.287, 3.443, -0.580], [2.604, 3.417, -0.284], [0.431, 4.292, 1.485], [0.789, 2.354, 1.311], [-0.601, 2.971, 0.332], [0.952, 4.365, -1.055], [1.028, 2.807, -1.426], [2.780, 4.011, 0.449], [-0.181, 4.040, 2.180], [1.271, -1.922, 4.078], [-0.039, -1.104, 3.980], [0.137, -0.043, 3.070], [1.537, -2.648, 2.802], [1.168, -2.702, 4.833], [2.061, -1.210, 4.318], [-0.231, -0.702, 4.976], [-0.933, -1.603, 3.608], [0.643, -0.409, 2.341], [2.128, -3.349, 3.085], [-3.316, -1.765, 1.580], [-3.170, -0.631, 0.599], [-2.002, -0.828, -0.220], [-3.791, -2.986, 1.147], [-3.910, -1.402, 2.419], [-2.367, -1.979, 2.072], [-3.268, 0.251, 1.232], [-4.070, -0.540, -0.008], [-2.025, -1.739, -0.523], [-3.597, -3.708, 1.749], [4.305, -2.499, -1.457], [3.354, -1.643, -2.329], [4.140, -0.619, -2.897], [4.702, -3.622, -2.251], [3.673, -2.773, -0.613], [5.161, -1.910, -1.125], [2.666, -1.090, -1.690], [2.775, -2.157, -3.096], [3.560, 0.093, -3.176], [5.337, -3.330, -2.908]], "atomic_forces_ev_per_a": [[-0.01, -0.89, -0.43], [0.02, 0.55, -0.03], [0.02, -0.02, 0.37], [0.33, 0.22, 0.04], [0.37, 0.22, -0.03], [-0.82, -0.18, 0.11], [-2.50, -0.38, -0.86], [0.80, -0.31, 0.69], [0.33, 0.07, -0.19], [0.57, 0.24, -0.13], [0.53, 0.08, 0.30], [0.14, -0.37, -0.22], [0.36, -0.33, 0.25], [0.00, 0.64, 0.15], [-0.07, 0.11, 0.08], [-0.09, 0.20, -0.01], [-0.27, 0.45, -0.39], [-2.58, -0.07, 0.07], [2.41, -0.22, -0.08], [-0.08, 0.54, 0.12], [0.15, -0.65, -0.81], [-0.12, -0.37, -0.14], [-0.05, 0.81, 0.57], [0.43, -1.00, 0.21], [-0.06, 0.11, 0.09], [0.08, 0.45, 0.36], [-1.43, -0.77, -1.04], [0.79, -0.22, -0.41], [0.32, 0.67, 0.12], [-0.20, 1.07, 1.65], [0.08, 0.23, 0.30], [0.20, -0.18, -0.11], [-0.09, 0.14, -0.01], [0.18, -0.95, 0.52], [0.00, 0.21, -0.54], [0.16, -0.16, -0.39], [0.73, 0.29, 2.40], [-0.65, -1.50, -0.24], [-0.49, 1.21, 0.44], [-1.03, -0.91, -1.85], [-0.59, 0.22, 0.05], [0.60, 0.57, -0.23], [1.41, 0.42, -0.37], [-0.09, -0.31, -0.40], [0.02, -0.22, -0.02], [0.18, 0.31, 0.10], [-1.56, 0.06, -1.71], [0.34, 1.32, 1.33], [0.82, 0.62, -1.04], [0.16, -0.38, 0.88], [0.45, -0.78, 0.03], [-0.09, 0.12, -0.03], [-0.44, -0.56, 0.38], [0.23, -0.62, 0.21], [0.11, 0.02, -0.13], [0.02, 0.18, 0.03]]}

# 2
{"formula": "C2H11BClHgN2P2S", "method": "ωB97M-V/def2-TZVPD", "homo_lumo_gap_ha": 0.128, "charge": 1, "symbols": ["C", "N", "C", "B", "Cl", "P", "N", "P", "S", "H", "H", "H", "H", "H", "H", "H", "H", "H", "H", "H", "Hg"], "xyz": [[-2.184, 1.983, -0.313], [-1.456, 0.895, 0.504], [-0.312, 0.474, -0.393], [0.325, -1.015, -0.035], [-0.424, -2.219, -1.235], [2.228, -0.842, -0.130], [2.874, -1.106, -1.590], [-0.219, -1.629, 1.738], [0.569, -3.443, 1.896], [-1.314, 2.520, -0.928], [-2.833, 1.418, -1.107], [-2.776, 2.738, 0.357], [-1.043, 1.336, 1.380], [-0.739, 0.436, -1.493], [0.522, 1.318, -0.284], [2.811, -1.713, 0.856], [2.536, 0.552, 0.220], [2.091, -1.359, -2.232], [-1.683, -1.751, 1.763], [0.289, -0.799, 2.801], [0.739, 2.208, -1.775]], "atomic_forces_ev_per_a": [[-0.03, -0.32, 0.01], [1.76, 2.52, -1.82], [-3.21, -1.18, 1.21], [-0.50, 0.50, -1.13], [0.47, 0.33, 0.26], [1.04, -0.22, -0.32], [-1.36, 0.75, -0.37], [-0.37, -1.32, 0.75], [0.00, 0.68, 0.08], [-2.11, -0.27, 1.21], [1.02, 1.28, 1.60], [1.10, -1.61, -1.43], [-0.82, -0.75, -1.31], [0.70, -0.25, 2.08], [-0.30, -1.51, 1.52], [-0.06, 0.53, -0.15], [-0.04, -1.21, 0.48], [0.86, -0.25, 0.38], [1.18, 0.69, 0.08], [-0.71, -0.09, -0.55], [1.39, 1.71, -2.56]]}

# 3
{"formula": "C23H40NO2P3Ru", "method": "ωB97M-V/def2-TZVPD", "homo_lumo_gap_ha": [0.262, 0.128], "relative_energy_kj_mol": 291.1, "charge": 4, "multiplicity": 5, "symbols": ["P", "C", "H", "H", "H", "C", "H", "H", "H", "C", "H", "H", "H", "P", "C", "H", "H", "H", "C", "H", "H", "H", "C", "H", "H", "H", "P", "C", "H", "H", "H", "C", "H", "H", "H", "C", "H", "H", "H", "Ru", "C", "O", "C", "O", "C", "C", "C", "C", "C", "C", "H", "H", "H", "H", "H", "H", "C", "C", "C", "C", "N", "C", "C", "H", "H", "H", "H", "H", "H", "H"], "xyz": [[-3.574, -1.307, 1.227], [-4.279, 0.204, 2.006], [-5.352, 0.070, 2.188], [-4.127, 1.032, 1.303], [-3.749, 0.434, 2.938], [-5.052, -2.397, 1.176], [-4.745, -3.430, 1.372], [-5.461, -2.335, 0.160], [-5.802, -2.065, 1.901], [-2.709, -2.028, 2.689], [-3.376, -2.709, 3.237], [-2.356, -1.221, 3.344], [-1.833, -2.587, 2.328], [3.567, 0.213, 0.889], [3.186, 1.872, 1.533], [4.096, 2.331, 1.945], [2.413, 1.769, 2.310], [2.773, 2.475, 0.710], [4.363, -0.710, 2.248], [4.590, -1.728, 1.891], [3.641, -0.773, 3.078], [5.281, -0.200, 2.572], [4.875, 0.414, -0.369], [5.826, 0.696, 0.105], [4.551, 1.186, -1.084], [4.983, -0.544, -0.901], [-0.743, 0.842, -3.034], [-1.228, 2.542, -3.186], [-1.577, 2.745, -4.209], [-0.375, 3.199, -2.971], [-2.042, 2.777, -2.489], [0.151, 0.144, -4.417], [-0.114, 0.672, -5.344], [-0.075, -0.924, -4.543], [1.230, 0.263, -4.243], [-2.052, -0.263, -2.519], [-2.784, -0.394, -3.328], [-2.563, 0.148, -1.637], [-1.642, -1.249, -2.249], [1.174, -1.609, -0.311], [0.542, -0.626, 1.175], [0.119, -0.021, 2.089], [0.494, 0.576, -1.562], [1.122, 1.483, -1.087], [2.328, -2.522, -1.755], [0.969, -2.717, -2.027], [0.111, -3.174, -1.016], [0.612, -3.440, 0.261], [1.964, -3.233, 0.538], [2.821, -2.769, -0.466], [2.987, -2.134, -2.514], [0.576, -2.485, -3.003], [-0.944, -3.302, -1.210], [-0.050, -3.798, 1.037], [2.344, -3.426, 1.532], [3.855, -2.560, -0.237], [-4.128, 5.744, 0.706], [-2.940, 4.822, 0.797], [-2.845, 3.877, 1.825], [-1.729, 3.021, 1.863], [-0.742, 3.086, 0.968], [-0.813, 4.000, -0.001], [-1.896, 4.887, -0.131], [-5.068, 5.180, 0.652], [-4.195, 6.403, 1.582], [-4.055, 6.373, -0.186], [-3.612, 3.792, 2.595], [-1.633, 2.270, 2.651], [0.021, 4.044, -0.705], [-1.904, 5.602, -0.953]], "atomic_forces_ev_per_a": [[-2.20, -0.80, 3.95], [0.59, 0.91, -1.05], [0.25, -0.03, -0.18], [-0.34, 0.18, 0.32], [-0.08, -0.18, -0.27], [0.43, -0.43, -1.78], [-0.08, 0.21, -0.14], [-0.37, -0.25, 0.28], [0.31, 0.18, -0.01], [1.43, 0.12, -0.70], [-0.05, 0.21, -0.36], [-0.04, -0.27, -0.25], [-0.19, -0.08, 0.42], [2.33, 1.14, 0.81], [-0.82, -0.17, -0.21], [-0.17, -0.16, -0.09], [0.38, 0.16, -0.12], [0.29, -0.11, 0.31], [-0.98, -0.50, -0.15], [0.11, 0.35, 0.28], [0.42, -0.04, -0.13], [-0.23, -0.04, -0.17], [-0.83, -0.26, -0.58], [-0.27, -0.08, 0.01], [0.26, -0.25, 0.18], [0.23, 0.40, 0.11], [0.84, -0.92, 1.02], [-0.35, 0.56, -0.33], [0.06, 0.01, 0.21], [-0.07, -0.22, -0.14], [0.18, -0.14, -0.15], [0.22, 0.08, -0.54], [0.08, -0.18, 0.17], [-0.04, 0.37, 0.06], [-0.27, 0.02, -0.13], [-0.66, -0.12, -0.10], [0.09, 0.02, 0.20], [0.10, 0.00, -0.26], [0.07, 0.43, -0.20], [-3.09, 11.34, 0.17], [-1.35, 1.24, 3.20], [1.01, -1.30, -2.48], [0.70, -1.14, 1.19], [-0.46, 0.00, -0.45], [1.08, -1.28, -1.18], [0.01, -1.56, -1.45], [-1.52, -1.93, -1.09], [-0.84, -2.57, 0.66], [1.42, -2.27, 1.37], [2.23, -1.36, -0.34], [0.05, 0.18, -0.10], [-0.02, 0.11, -0.07], [-0.01, -0.04, -0.06], [-0.01, 0.14, 0.08], [-0.01, 0.13, 0.04], [0.13, -0.15, -0.03], [0.05, 0.17, -0.26], [-0.31, 0.21, 0.11], [0.91, -0.32, -0.47], [0.34, -0.94, 1.18], [-3.19, 2.48, -0.42], [1.35, -0.18, -0.69], [0.21, -0.76, 0.46], [0.24, 0.03, 0.06], [0.11, -0.20, -0.11], [-0.06, -0.09, 0.22], [0.27, -0.11, -0.11], [-0.01, 0.22, -0.11], [-0.08, 0.05, 0.16], [0.19, -0.17, 0.19]]}

# 4
{"formula": "BH4NS", "method": "ωB97M-V/def2-TZVPD", "homo_lumo_gap_ha": 0.368, "relative_energy_kj_mol": 148.7, "symbols": ["B", "N", "S", "H", "H", "H", "H"], "xyz": [[-0.325, -0.129, 0.225], [-0.354, 1.037, -0.423], [1.304, -0.759, 0.878], [-1.380, -1.166, -0.333], [-1.221, 1.480, -0.813], [0.559, 1.583, -0.506], [1.416, -2.046, 0.973]], "atomic_forces_ev_per_a": [[-1.54, -6.13, -1.62], [0.67, 3.95, -1.09], [0.17, 2.46, 0.22], [2.05, 2.36, 1.95], [1.63, -0.72, 0.54], [-2.12, -0.63, 0.15], [-0.88, -1.29, -0.14]]}

Number 1: maximum force 2.67 eV Å⁻¹. Number 2: maximum force 3.63 eV Å⁻¹. Number 3: maximum force 11.75 eV Å⁻¹. Number 4: maximum force 6.53 eV Å⁻¹.